Entry from OMol25: 10 unconnected molecules or ions with the total composition C4H28NO10 at a distorted geometry (ωB97M-V/def2-TZVPD).

The geometry in XYZ format:
```
43
Properties=species:S:1:pos:R:3:forces:R:3
C 0.475162 2.808781 -1.644295 0.5 -0.6 1.4
C -0.595679 1.824388 -1.059504 0.9 1.7 -1.3
C -1.670227 2.630767 -0.325407 0.4 -2.2 0.0
C -2.842293 1.736487 -0.000159 -1.1 0.6 -0.4
O -2.995727 0.614394 -0.413286 0.4 0.0 0.2
N 0.041127 0.831811 -0.181128 2.6 -1.0 0.7
H 0.665660 2.600996 -2.687212 -0.2 0.3 -0.3
H 1.436904 2.656312 -1.141434 -0.1 -0.1 0.0
H 0.214769 3.833400 -1.394096 -0.1 0.1 -0.6
H -0.975420 1.342185 -1.953609 -0.4 -0.5 0.5
H -1.950359 3.464323 -0.948920 -0.4 0.4 0.1
H -1.285365 2.952419 0.636386 0.2 0.6 0.2
H -3.651910 2.214454 0.591861 0.2 -0.1 0.1
H 0.114118 1.124676 0.790406 -1.1 -0.1 0.6
H 1.082600 0.732487 -0.277827 -0.2 0.8 -1.2
H -0.125939 -0.188887 -0.326962 -1.4 0.2 0.1
H 1.548178 -2.336299 4.062242 -0.2 0.2 -0.2
H 1.495768 -1.787917 2.596337 -0.3 0.1 0.3
O 1.947716 -2.389923 3.189149 0.4 -0.3 -0.1
H 1.047944 1.944942 3.427328 -0.3 -0.1 0.0
H -0.423795 1.680720 3.785914 0.1 0.0 0.1
O 0.266885 1.440128 3.159874 0.2 0.1 -0.3
H -0.867138 -2.543175 -0.299127 -1.0 -0.3 0.1
H -1.853672 -1.426170 -1.033585 -0.3 -0.7 0.5
O -0.970390 -1.731261 -0.803515 1.2 1.0 -0.3
H -3.226514 -0.858943 2.860251 0.3 0.2 0.0
H -1.884655 -1.165041 2.067862 -0.3 0.3 0.2
O -2.737027 -1.510224 2.352666 0.0 -0.6 -0.2
H 3.134824 1.264542 1.237970 0.1 0.2 -0.2
H 3.550165 0.779374 -0.143973 -0.1 0.0 -0.2
O 2.977789 1.421236 0.295819 -0.1 -0.3 0.6
H 2.356081 -1.394846 -1.206583 0.2 0.4 0.2
H 2.007669 -0.782029 -2.523366 -0.2 0.6 0.3
O 2.078070 -0.533445 -1.585688 0.1 -0.8 -0.4
H 2.870127 -3.631367 -1.149643 0.1 0.1 0.1
H 3.806703 -3.199051 -0.013712 0.0 0.0 0.0
O 3.282292 -2.855927 -0.745006 -0.2 -0.3 -0.1
H -2.595677 -3.810601 0.409459 -0.1 -0.2 0.0
H -2.186771 -3.594883 1.839702 0.0 0.0 0.1
O -1.913190 -4.064950 1.041439 0.1 0.4 -0.2
H -0.128337 -0.325198 -4.745541 0.2 0.0 0.1
H -1.235351 0.200422 -3.878631 0.1 0.0 0.1
O -0.285110 0.030890 -3.862453 -0.3 0.0 -0.2
```
Positions in Å, forces in eV/Å.

For the HOMO energy, the calculation gives -13.4 eV. The net charge is +1. As for the frontier orbital gap: 10.603 eV.